# 1
# CH3PS

An isolated molecule of CH3PS (wB97M-V/def2-TZVPD, the OMol25 dataset).

Structure (XYZ):
```
6
Properties=species:S:1:pos:R:3:lowdin_charge:R:1
C 0.3507 -0.6336 0.0608 -0.67
P -0.9252 0.2442 -1.5076 0.46
S -1.0940 -1.4630 -0.4041 0.34
H 1.3337 -0.8572 -0.1177 -0.03
H 0.3471 -0.2429 1.0732 0.01
H -1.6945 1.3132 -0.6370 -0.11
```

- Kohn-Sham gap (eV) = 9.1
- energy relative to the best compared isomer or geometry (same formula, charge and spin) (kcal per mole) = 27.9
- structure (SMILES) = C1PS1
- HOMO (eV) = -8.884

=====

# 2
# C9H13N3O3

An isolated molecule of C9H13N3O3 (wB97M-V/def2-TZVPD, the OMol25 dataset).

Structure (XYZ):
```
28
Properties=species:S:1:pos:R:3:lowdin_charge:R:1
C 3.4568 -1.3141 -2.3923 0.04
C 2.7028 -2.4371 -2.0828 -0.07
C 1.4308 -2.3400 -1.3136 -0.49
O 0.8155 -3.3851 -1.3061 0.06
N 0.9886 -1.0986 -0.8313 0.09
C -0.2825 -0.8642 -0.1354 -0.13
N -0.4926 0.5124 0.1964 0.00
C -0.6211 1.3886 -0.8855 -0.49
O -0.0742 1.3397 -1.9546 0.11
N -1.4886 2.4364 -0.6451 0.24
C -1.4501 2.4112 0.7073 -0.40
O -1.6426 3.3772 1.4444 0.10
C -1.2414 1.0223 1.3096 -0.41
C -0.2539 0.8886 2.5655 0.02
C -2.5440 0.2466 1.4836 0.00
H 4.4189 -1.3142 -3.0230 0.08
H 2.9587 -0.3294 -2.2666 0.05
H 2.9369 -3.4252 -2.4518 0.10
H 1.5654 -0.2998 -0.8324 0.09
H -1.0869 -1.1762 -0.7003 0.11
H -0.2077 -1.6280 0.6743 0.15
H -1.1593 3.2788 -1.1176 0.18
H -0.2300 -0.1874 2.8614 0.09
H 0.7729 1.1915 2.3515 0.09
H -0.6258 1.3960 3.4350 0.07
H -3.1383 0.1696 0.5839 0.10
H -3.0876 0.8194 2.2898 0.11
H -2.4207 -0.6790 2.0359 0.08
```

- Kohn-Sham gap (eV) = 10.2
- energy relative to the best compared isomer or geometry (same formula, charge and spin) (kcal per mole) = 44.9
- structure (SMILES) = C=CC(=O)NCN1C(=O)NC(=O)C1(C)C
- HOMO (eV) = -9.641

=====

# 3
# C34H30BrFeN3O2Te

C34H30BrFeN3O2Te as an isolated structure (wB97M-V/def2-TZVPD, the OMol25 dataset).

Structure (XYZ):
```
72
Properties=species:S:1:pos:R:3:lowdin_spin:R:1
Fe -0.3093 -0.1129 -0.3014 2.92
O -2.5598 2.5474 1.5590 0.02
C -1.8892 1.8962 0.7667 0.01
O -1.5451 0.6726 0.9011 0.03
C -1.4547 2.4695 -0.5417 0.00
C -2.1485 3.5081 -1.1319 0.00
C -1.8266 3.9024 -2.4202 0.00
C -0.8156 3.1888 -3.0762 0.00
C -0.1768 2.1672 -2.4223 0.00
N -0.4509 1.7916 -1.1559 0.04
H -2.9310 3.9826 -0.5615 0.00
H -2.3355 4.7190 -2.9074 0.00
H -0.5193 3.4478 -4.0810 0.00
H 0.6264 1.6278 -2.9060 0.00
Br 6.3666 3.7399 0.3679 0.01
C 4.7700 2.7023 0.5310 0.05
C 3.6979 2.9592 -0.3131 0.00
C 2.5509 2.2146 -0.1927 0.04
C 2.4309 1.2017 0.7785 0.03
C 3.5549 0.9529 1.6008 0.04
C 4.7042 1.6956 1.4803 0.00
N 1.2922 0.4756 0.8557 0.24
C 0.9483 -0.1147 1.9959 0.22
C 0.0047 -1.1393 2.0647 0.09
C -0.4251 -1.6726 3.3083 0.06
C -1.3416 -2.6870 3.3383 0.04
C -1.8407 -3.1861 2.1265 0.11
C -1.3642 -2.6389 0.9530 0.02
N -0.4628 -1.6723 0.8982 0.15
H 3.7676 3.7418 -1.0532 0.00
H 1.7039 2.4053 -0.8242 0.00
H 3.5241 0.1426 2.3151 0.00
H 5.5564 1.4934 2.1143 0.00
H 1.3870 0.2357 2.9304 0.01
H -0.0198 -1.2524 4.2167 0.00
H -1.6758 -3.1018 4.2786 0.00
H -2.5706 -3.9787 2.1014 0.01
H -1.6944 -3.0115 -0.0050 0.00
C 3.2887 -1.6349 -2.2978 0.00
C 2.0522 -1.9728 -1.4403 0.07
C 2.5769 -2.3248 -0.0343 0.03
C 1.1310 -0.7915 -1.4335 0.53
C 1.2877 -3.1520 -2.0275 0.02
C 1.1896 -3.3320 -3.4046 0.01
C 0.5174 -4.4097 -3.9485 0.00
C -0.0985 -5.3361 -3.1261 0.00
C -0.0491 -5.1489 -1.7559 0.00
C 0.6398 -4.0785 -1.2146 0.01
H 3.8675 -0.8616 -1.7939 0.00
H 3.0046 -1.2524 -3.2747 0.00
H 3.9160 -2.5164 -2.4358 0.00
H 3.2589 -1.5478 0.3011 0.00
H 3.1089 -3.2763 -0.0508 0.00
H 1.7654 -2.3819 0.6793 0.00
H 1.5450 0.0407 -1.9982 0.03
H 1.6525 -2.6240 -4.0736 0.00
H 0.4763 -4.5302 -5.0225 0.00
H -0.6240 -6.1792 -3.5505 0.00
H -0.5370 -5.8533 -1.0960 0.00
H 0.6733 -3.9779 -0.1421 0.00
Te -1.6510 -0.6548 -2.2767 0.09
C -2.2629 -2.4899 -3.2145 0.01
C -2.2715 -2.5378 -4.6074 0.01
C -2.7452 -3.6408 -5.2887 0.00
C -3.2182 -4.7428 -4.5923 0.01
C -3.2197 -4.7106 -3.2093 0.00
C -2.7637 -3.5942 -2.5358 0.01
H -1.9071 -1.6815 -5.1579 0.00
H -2.7538 -3.6400 -6.3700 0.00
H -3.5817 -5.6126 -5.1212 0.00
H -3.5869 -5.5585 -2.6467 0.00
H -2.8187 -3.5828 -1.4586 0.00
```

- Kohn-Sham gap (spin up / spin down) (eV) = 5.5 / 6.7
- HOMO (spin up / spin down) (eV) = -3.007 / -4.392
- 2S+1 = 6
- net charge = -1

=====

# 4
# C4H5NO2

An isolated molecule of C4H5NO2 (wB97M-V/def2-TZVPD, the OMol25 dataset).

Structure (XYZ):
```
12
Properties=species:S:1:pos:R:3:lowdin_charge:R:1
O 2.5270 -0.2351 -1.2763 0.17
C 1.8425 0.2110 -0.4373 -0.21
C 1.0341 0.6931 0.4768 -0.08
C -0.4210 1.0411 0.2163 -0.23
N -1.2948 0.0202 0.7775 0.04
C -1.3145 -1.1157 0.2194 -0.28
O -0.6492 -1.5560 -0.8723 0.05
H 1.3732 0.6506 1.5048 0.12
H -0.6069 1.1919 -0.8576 0.12
H -0.6502 1.9912 0.7076 0.11
H -1.9403 -1.9108 0.6159 0.12
H 0.1002 -0.9817 -1.0748 0.06
```

- Kohn-Sham gap (eV) = 9.9
- energy relative to the best compared isomer or geometry (same formula, charge and spin) (kcal per mole) = 41.9
- structure (SMILES) = O=C=CC/N=C\O
- HOMO (eV) = -9.414